Run P
{"formula": "C6H10O", "method": "wB97M-V/def2-TZVPD", "homo_energy_ev": -9.593, "gap_ha": 0.3911, "symbols": ["O", "C", "C", "C", "C", "C", "C", "H", "H", "H", "H", "H", "H", "H", "H", "H", "H"], "coordinates": [[0.22, 0.35, -1.38], [-1.88, 0.91, -0.22], [-0.29, -1.18, 0.32], [1.22, -1.27, -0.06], [-0.51, 0.29, -0.12], [1.38, 0.18, -0.53], [0.68, 0.96, 0.59], [-0.91, -1.90, -0.22], [-0.48, -1.30, 1.39], [-1.77, 1.88, -0.72], [0.71, 2.05, 0.49], [-2.56, 0.29, -0.81], [2.31, 0.50, -1.00], [1.90, -1.51, 0.77], [1.41, -1.97, -0.88], [0.88, 0.64, 1.61], [-2.32, 1.08, 0.77]], "nbo_charge": [-0.535, -0.628, -0.427, -0.423, 0.256, 0.083, -0.439, 0.215, 0.205, 0.226, 0.217, 0.220, 0.196, 0.206, 0.216, 0.196, 0.217]}

Run Q
{"formula": "C6H10O", "method": "wB97M-V/def2-TZVPD", "homo_energy_ev": -8.302, "smiles": "C=C(O)[C@H]1C[C@@H]1C", "gap_ha": 0.3383, "symbols": ["O", "C", "C", "C", "C", "C", "C", "H", "H", "H", "H", "H", "H", "H", "H", "H", "H"], "coordinates": [[0.08, -0.72, -2.30], [-0.81, 1.82, 1.43], [0.95, 0.57, 0.19], [-0.34, 1.28, 0.09], [-0.07, -1.20, -1.04], [-0.34, -0.22, 0.02], [0.24, -2.43, -0.63], [-0.53, 1.88, -0.80], [0.40, -3.27, -1.29], [1.48, 0.46, 1.12], [0.33, -2.61, 0.44], [1.58, 0.57, -0.69], [0.64, -1.35, -2.77], [-0.57, 1.09, 2.22], [-0.26, 2.74, 1.67], [-1.88, 2.04, 1.49], [-0.84, -0.69, 0.86]], "nbo_charge": [-0.679, -0.598, -0.389, -0.211, 0.359, -0.303, -0.583, 0.228, 0.199, 0.211, 0.209, 0.221, 0.483, 0.204, 0.213, 0.211, 0.226]}

Run R
{"formula": "C6H10O", "method": "wB97M-V/def2-TZVPD", "homo_energy_ev": -7.986, "gap_ha": 0.3239, "symbols": ["O", "C", "C", "C", "C", "C", "C", "H", "H", "H", "H", "H", "H", "H", "H", "H", "H"], "coordinates": [[0.21, -0.30, -1.44], [0.00, -1.32, 0.51], [-1.74, 0.42, -0.41], [-0.53, 1.09, 0.27], [0.53, 0.02, -0.06], [-1.07, -0.72, -1.11], [1.99, 0.36, 0.15], [-1.07, -1.78, -0.58], [0.65, -2.17, 0.27], [-2.20, 1.03, -1.19], [-2.54, 0.11, 0.28], [-0.40, -1.35, 1.53], [-0.66, 1.25, 1.35], [2.20, 0.48, 1.22], [2.62, -0.45, -0.24], [-0.25, 2.05, -0.18], [2.25, 1.28, -0.37]], "nbo_charge": [-0.550, -0.459, -0.493, -0.435, 0.240, 0.095, -0.632, 0.274, 0.216, 0.229, 0.222, 0.202, 0.211, 0.220, 0.222, 0.215, 0.222]}

Q: Which of them is the most stable? A: run P.

Run P
{"formula": "C11H15N2", "method": "wB97M-V/def2-TZVPD", "homo_energy_ev": -11.809, "smiles": "C=C(C)[C@H]1[C@H](C(C)=[NH2+])[C@]23C=C[C@]12N3", "charge": 1, "gap_ha": 0.2864, "symbols": ["N", "N", "C", "C", "C", "C", "C", "C", "C", "C", "C", "C", "C", "H", "H", "H", "H", "H", "H", "H", "H", "H", "H", "H", "H", "H", "H", "H"], "coordinates": [[0.62, 2.21, -0.81], [-1.92, 1.84, -0.90], [-1.82, 0.89, -0.02], [0.52, 1.71, 0.58], [0.40, -0.19, -0.54], [-2.82, -0.12, 0.38], [1.85, 1.64, 1.32], [-0.42, 0.53, 0.51], [0.83, -1.59, -0.29], [1.37, 1.00, -0.63], [-0.12, -2.51, 0.33], [2.53, 1.02, 0.32], [2.04, -1.94, -0.64], [-0.29, -2.33, 1.37], [3.51, 0.71, 0.07], [0.36, -3.50, 0.27], [-3.03, -0.49, 1.50], [-2.83, 2.00, -1.39], [-3.81, 0.30, 0.09], [-0.11, -0.12, -1.48], [-1.13, -2.67, -0.20], [1.33, 2.96, -0.80], [2.12, 1.91, 2.37], [-2.76, -1.08, -0.17], [2.81, -1.34, -1.07], [-1.04, 2.35, -0.97], [-0.46, -0.19, 1.30], [2.26, -2.98, -0.50]], "nbo_charge": [-0.597, -0.652, 0.521, 0.042, -0.211, -0.743, -0.180, -0.336, -0.025, 0.121, -0.654, -0.177, -0.342, 0.223, 0.236, 0.248, 0.298, 0.439, 0.243, 0.226, 0.216, 0.421, 0.247, 0.289, 0.208, 0.464, 0.268, 0.207]}

Run Q
{"formula": "C11H15N2", "method": "wB97M-V/def2-TZVPD", "homo_energy_ev": -11.620, "smiles": "CN1c2ccc[n+](C)c2[C@@H]2CC[C@@H]21", "charge": 1, "gap_ha": 0.2962, "symbols": ["N", "N", "C", "C", "C", "C", "C", "C", "C", "C", "C", "C", "C", "H", "H", "H", "H", "H", "H", "H", "H", "H", "H", "H", "H", "H", "H", "H"], "coordinates": [[1.21, 1.13, -0.21], [-1.90, -0.59, -0.16], [-0.11, 1.10, -0.03], [-1.05, 2.07, 0.29], [-2.38, 1.69, 0.37], [0.56, -1.17, -0.53], [-2.79, 0.39, 0.14], [-2.41, -1.94, -0.34], [1.75, -0.18, -0.57], [2.01, 2.32, -0.28], [-0.62, -0.33, -0.25], [2.43, -0.94, 0.58], [1.20, -1.86, 0.71], [3.33, -1.46, 0.28], [0.44, -1.83, -1.39], [-3.13, 2.41, 0.62], [-3.30, -1.91, -0.97], [-3.82, 0.10, 0.19], [1.41, -2.91, 0.57], [2.33, -0.10, -1.50], [-1.66, -2.57, -0.81], [2.64, -0.33, 1.46], [1.92, 2.80, -1.26], [3.05, 2.07, -0.11], [-2.68, -2.37, 0.62], [0.64, -1.71, 1.63], [1.69, 3.03, 0.48], [-0.76, 3.09, 0.48]], "nbo_charge": [-0.403, -0.248, 0.308, -0.283, -0.163, -0.289, -0.042, -0.417, -0.013, -0.412, 0.275, -0.413, -0.387, 0.231, 0.253, 0.252, 0.241, 0.234, 0.233, 0.220, 0.232, 0.227, 0.212, 0.229, 0.240, 0.218, 0.219, 0.245]}

Run R
{"formula": "C11H15N2", "method": "wB97M-V/def2-TZVPD", "homo_energy_ev": -12.500, "charge": 1, "gap_ha": 0.3179, "symbols": ["N", "N", "C", "C", "C", "C", "C", "C", "C", "C", "C", "C", "C", "H", "H", "H", "H", "H", "H", "H", "H", "H", "H", "H", "H", "H", "H", "H"], "coordinates": [[0.22, -0.89, -0.19], [-0.36, 1.55, 1.30], [0.84, 1.23, 0.90], [1.54, 1.83, -0.28], [-3.76, 0.28, 0.02], [-3.19, -0.38, 1.09], [2.90, -2.02, 0.33], [-1.81, -0.01, -1.29], [-1.19, -0.62, -0.22], [2.09, -2.29, -0.76], [-3.11, 0.35, -1.19], [-1.80, -0.75, 1.02], [0.80, -1.74, -0.93], [0.78, 1.90, -1.09], [1.99, 2.75, 0.06], [-1.25, 0.10, -2.20], [3.89, -2.25, 0.50], [0.07, -2.05, -1.64], [2.32, -3.06, -1.59], [-3.71, -0.62, 1.98], [2.51, -1.30, 1.06], [-3.64, 0.76, -2.00], [2.32, 1.20, -0.69], [-1.20, -1.16, 1.86], [-4.82, 0.44, 0.29], [1.43, 0.59, 1.53], [-1.09, 2.00, 0.61], [-0.90, 1.24, 2.12]], "nbo_charge": [-0.452, -0.670, 0.332, -0.690, -0.233, -0.183, -0.246, -0.273, 0.112, -0.282, -0.177, -0.259, 0.130, 0.243, 0.271, 0.230, 0.219, 0.188, 0.245, 0.228, 0.176, 0.233, 0.262, 0.234, 0.244, 0.225, 0.441, 0.452]}

Q: Which of them is the most stable? A: run Q.

Run P
{"formula": "C2H6N2OS", "method": "wB97M-V/def2-TZVPD", "homo_energy_ev": -8.878, "smiles": "[H]/N=C(\\NO)SC", "gap_ha": 0.3537, "symbols": ["S", "O", "N", "N", "C", "C", "H", "H", "H", "H", "H", "H"], "coordinates": [[0.41, -1.21, -0.09], [-2.04, -1.24, -0.04], [0.07, 1.53, -0.04], [-1.90, 0.17, 0.04], [-0.49, 0.43, -0.01], [2.12, -0.39, 0.03], [2.32, 0.02, 1.03], [-2.30, 0.55, -0.88], [2.89, -1.15, -0.31], [-2.41, -1.54, 0.71], [1.97, 0.53, -0.65], [-0.64, 2.31, 0.19]], "nbo_charge": [0.160, -0.556, -0.709, -0.366, 0.316, -0.742, 0.219, 0.370, 0.226, 0.471, 0.252, 0.358]}

Run Q
{"formula": "C2H6N2OS", "method": "wB97M-V/def2-TZVPD", "homo_energy_ev": -9.049, "smiles": "[H]/N=C(\\NS)OC", "gap_ha": 0.3589, "symbols": ["S", "O", "N", "N", "C", "C", "H", "H", "H", "H", "H", "H"], "coordinates": [[-0.76, -0.15, 2.51], [-0.56, 0.38, -0.06], [0.30, -1.07, 1.42], [1.40, -0.77, -0.75], [-0.91, 0.91, -1.48], [0.47, -0.46, 0.04], [-0.21, 1.13, 2.49], [-0.09, 1.46, -2.00], [1.31, -1.39, 1.88], [1.96, -1.58, -0.46], [-1.85, 1.46, -1.49], [-1.06, 0.06, -2.10]], "nbo_charge": [0.178, -0.521, -0.813, -0.769, -0.257, 0.716, 0.097, 0.207, 0.394, 0.366, 0.206, 0.196]}

Q: Which of them is the most stable? A: run Q.

Run P
{"formula": "C2H6N2OS", "method": "wB97M-V/def2-TZVPD", "homo_energy_ev": -8.500, "smiles": "C/C(=N\\O)NS", "gap_ha": 0.3418, "symbols": ["S", "O", "N", "N", "C", "C", "H", "H", "H", "H", "H", "H"], "coordinates": [[2.67, -0.65, -0.19], [-1.63, -1.38, -0.17], [1.35, 0.43, -0.17], [-0.26, -1.25, -0.07], [0.06, 0.00, -0.14], [-0.91, 1.08, -0.09], [-0.46, 2.06, 0.08], [1.54, 1.37, 0.18], [-1.51, 1.11, -1.02], [-1.70, -2.36, -0.11], [-1.61, 0.88, 0.70], [2.47, -1.30, 1.00]], "nbo_charge": [0.190, -0.583, -0.738, -0.223, 0.349, -0.679, 0.211, 0.400, 0.247, 0.481, 0.244, 0.101]}

Run Q
{"formula": "C2H6N2OS", "method": "wB97M-V/def2-TZVPD", "homo_energy_ev": -9.077, "smiles": "CSC(=O)NN", "gap_ha": 0.3619, "symbols": ["S", "O", "N", "N", "C", "C", "H", "H", "H", "H", "H", "H"], "coordinates": [[1.19, -0.93, -0.09], [-0.44, 1.22, -0.17], [-2.69, -0.22, 0.17], [-1.45, -0.80, -0.09], [-0.35, 0.02, -0.12], [2.50, 0.32, 0.09], [-1.35, -1.80, 0.15], [2.51, 0.68, 1.09], [2.31, 1.14, -0.57], [-3.18, -0.17, -0.76], [-2.50, 0.72, 0.47], [3.43, -0.18, -0.16]], "nbo_charge": [0.138, -0.626, -0.639, -0.482, 0.518, -0.718, 0.394, 0.222, 0.238, 0.348, 0.372, 0.233]}

Q: Which of them is the most stable? A: run Q.

Run P
{"formula": "CH4N2O2S", "method": "wB97M-V/def2-TZVPD", "homo_energy_ev": -10.589, "smiles": "C=NS(N)(=O)=O", "gap_ha": 0.4081, "symbols": ["S", "O", "O", "N", "N", "C", "H", "H", "H", "H"], "coordinates": [[-1.31, -0.36, 0.04], [-1.42, -0.98, -1.19], [-2.12, -0.68, 1.17], [-1.63, 1.38, 0.04], [0.43, -0.39, 0.54], [1.12, -1.31, 0.06], [0.53, -2.06, -0.53], [-1.23, 1.77, 0.90], [2.12, -1.17, 0.17], [-1.35, 1.89, -0.75]], "nbo_charge": [2.336, -0.915, -0.916, -1.024, -0.614, -0.028, 0.191, 0.399, 0.192, 0.379]}

Run Q
{"formula": "CH4N2O2S", "method": "wB97M-V/def2-TZVPD", "homo_energy_ev": [-8.221, -8.223], "gap_ha": [0.2716, 0.2717], "symbols": ["S", "O", "O", "N", "N", "C", "H", "H", "H", "H"], "coordinates": [[-1.59, 1.55, -0.05], [2.85, 0.14, -0.35], [0.72, 0.69, -0.29], [1.78, -0.33, -0.24], [-0.50, -0.81, 1.06], [-0.45, 0.10, 0.07], [-0.97, -0.70, -1.52], [-1.14, -1.52, 0.85], [-0.97, 1.99, -1.13], [0.27, -1.10, 1.60]], "nbo_charge": [-0.010, -0.212, -0.450, 0.381, -0.870, 0.331, -0.120, 0.410, 0.136, 0.405]}

Run R
{"formula": "CH4N2O2S", "method": "wB97M-V/def2-TZVPD", "homo_energy_ev": -11.184, "smiles": "CN1NS1(=O)=O", "gap_ha": 0.4362, "symbols": ["S", "O", "O", "N", "N", "C", "H", "H", "H", "H"], "coordinates": [[1.28, 0.12, 0.04], [2.38, -0.60, 0.63], [1.38, 1.48, -0.38], [0.42, -0.80, -0.98], [-0.17, -0.54, 0.50], [-1.31, 0.38, 0.39], [-1.21, 1.17, -0.43], [-2.11, -0.14, -0.02], [0.74, -1.77, -1.07], [-1.40, 0.70, 1.33]], "nbo_charge": [2.338, -0.889, -0.867, -0.728, -0.449, -0.436, 0.211, 0.214, 0.393, 0.212]}

Run S
{"formula": "CH4N2O2S", "method": "wB97M-V/def2-TZVPD", "homo_energy_ev": -9.361, "smiles": "N[C@@H](S)ON=O", "gap_ha": 0.3359, "symbols": ["S", "O", "O", "N", "N", "C", "H", "H", "H", "H"], "coordinates": [[-0.04, -1.72, -0.33], [1.67, -0.01, 0.72], [3.52, -0.46, -0.15], [2.43, -0.17, -0.46], [-0.03, 1.05, -0.44], [0.28, 0.10, 0.47], [-0.98, 0.76, -0.73], [-0.32, 0.17, 1.48], [0.69, 0.93, -1.27], [-1.33, -1.35, -0.79]], "nbo_charge": [-0.208, -0.417, -0.231, 0.363, -0.838, 0.226, 0.377, 0.222, 0.394, 0.110]}

Q: Which of them is the most stable? A: run P.

Run P
{"formula": "C2H5N3O", "method": "wB97M-V/def2-TZVPD", "homo_energy_ev": -8.829, "smiles": "[H]/N=C/N(O)/C=N/[H]", "gap_ha": 0.3496, "symbols": ["O", "N", "N", "N", "C", "C", "H", "H", "H", "H", "H"], "coordinates": [[-0.69, -0.44, -1.30], [1.99, -0.80, -0.68], [-0.23, -0.41, 0.03], [-2.25, 0.99, 0.07], [-1.13, 0.48, 0.67], [1.27, -0.43, 0.30], [0.08, -0.78, -1.98], [-2.94, 1.40, 0.77], [3.02, -0.74, -0.61], [1.55, 0.24, 1.06], [-0.66, 0.49, 1.66]], "nbo_charge": [-0.547, -0.671, -0.170, -0.676, 0.245, 0.255, 0.500, 0.352, 0.375, 0.183, 0.154]}

Run Q
{"formula": "C2H5N3O", "method": "wB97M-V/def2-TZVPD", "homo_energy_ev": -9.174, "smiles": "[H]/N=C(\\N)ON=C", "gap_ha": 0.3684, "symbols": ["O", "N", "N", "N", "C", "C", "H", "H", "H", "H", "H"], "coordinates": [[-0.35, -0.32, 0.17], [1.09, 1.51, 0.10], [-1.41, 0.62, -0.18], [1.83, -0.71, -0.06], [0.88, 0.26, 0.02], [-2.52, -0.04, 0.04], [2.07, 1.69, 0.07], [-3.45, 0.48, -0.36], [2.84, -0.61, -0.01], [-2.51, -1.18, 0.62], [1.51, -1.70, -0.41]], "nbo_charge": [-0.415, -0.742, -0.085, -0.858, 0.680, -0.140, 0.335, 0.215, 0.408, 0.201, 0.401]}

Run R
{"formula": "C2H5N3O", "method": "wB97M-V/def2-TZVPD", "homo_energy_ev": -8.598, "gap_ha": 0.3486, "symbols": ["O", "N", "N", "N", "C", "C", "H", "H", "H", "H", "H"], "coordinates": [[-1.16, -0.23, 0.83], [-1.77, 0.63, -0.12], [2.36, 1.21, -0.56], [1.63, 0.27, -0.25], [-0.33, -1.26, 0.15], [0.91, -0.66, -0.30], [-2.63, 0.96, 0.32], [3.17, 1.33, 0.04], [-1.14, 1.42, -0.28], [-0.14, -2.04, 0.88], [-0.91, -1.62, -0.70]], "nbo_charge": [-0.413, -0.546, -0.528, 0.007, -0.168, 0.151, 0.355, 0.341, 0.340, 0.232, 0.229]}

Q: Which of them is the most stable? A: run Q.

Run P
{"formula": "C2H5N3O", "method": "wB97M-V/def2-TZVPD", "homo_energy_ev": -8.822, "gap_ha": 0.3497, "symbols": ["O", "N", "N", "N", "C", "C", "H", "H", "H", "H", "H"], "coordinates": [[0.01, -1.03, -0.43], [2.19, -0.45, 0.61], [-2.06, -0.31, 0.33], [-0.03, 0.96, 0.24], [1.36, -0.08, -0.26], [-0.75, -0.10, 0.06], [3.15, -0.35, 0.32], [-0.28, 1.71, 0.87], [-2.67, 0.49, 0.41], [1.54, 0.30, -1.27], [-2.48, -1.16, -0.01]], "nbo_charge": [-0.548, -0.799, -0.807, -0.738, 0.414, 0.751, 0.363, 0.388, 0.401, 0.163, 0.410]}

Run Q
{"formula": "C2H5N3O", "method": "wB97M-V/def2-TZVPD", "homo_energy_ev": [-7.837, -8.304], "gap_ha": [0.3079, 0.2983], "symbols": ["O", "N", "N", "N", "C", "C", "H", "H", "H", "H", "H"], "coordinates": [[-0.96, -0.12, 1.95], [1.36, 0.49, -1.46], [0.57, 0.41, -0.31], [0.05, 0.57, 2.24], [-1.21, -0.69, 0.75], [-0.41, -0.43, -0.40], [0.70, 0.54, 1.44], [1.04, 0.06, -2.26], [1.62, 1.44, -1.47], [-0.76, -0.96, -1.42], [-2.01, -1.31, 0.94]], "nbo_charge": [-0.204, -0.627, -0.284, -0.267, 0.045, -0.075, 0.320, 0.346, 0.372, 0.177, 0.197]}

Q: Which of them is the most stable? A: run P.